Entry from the Open Molecules 2025 dataset: 10 unconnected molecules or ions with the total composition C60H150N10O20 at a distorted geometry (wB97M-V/def2-TZVPD).

Last column: Mulliken charge in e.
CARTESIAN COORDINATES (ANGSTROEM)
C  2.8323  13.5748  -4.6704  -0.67
O  2.6594  13.9162  -3.3321  -0.33
C  1.8042  13.0084  -2.4250  -0.45
C  2.3553  13.0189  -1.0078  -0.38
N  1.7339  14.0604  -0.2012  -0.39
C  0.4618  13.7426  0.4048  -0.54
C  0.2707  14.4011  1.8063  -0.79
O  1.3020  14.0555  2.7511  -0.29
C  0.9178  13.0693  3.6980  -0.73
H  2.1112  14.1416  -5.2594  0.25
H  2.6943  12.5036  -4.8169  0.29
H  3.7816  13.9689  -5.0329  0.22
H  2.0178  12.0482  -2.8946  0.34
H  0.7960  13.4179  -2.4883  0.23
H  3.3873  13.3692  -0.9868  0.25
H  2.4096  12.0937  -0.4341  0.40
H  2.3548  14.3235  0.5508  0.27
H  0.2719  12.6697  0.3743  0.38
H  -0.3070  14.2376  -0.1885  0.28
H  -0.7296  14.2153  2.1974  0.44
H  0.2681  15.4562  1.5328  0.36
H  1.7305  13.0354  4.4236  0.21
H  0.8188  12.0602  3.2978  0.25
H  0.0042  13.4329  4.1683  0.39
C  -0.8160  3.3700  2.4432  -0.73
O  -0.6971  2.3330  1.4825  -0.30
C  0.2115  1.3570  1.9608  -0.78
C  0.2985  0.1389  0.9237  -0.65
N  -0.8538  -0.7234  0.9498  -0.32
C  -1.2071  -1.2488  -0.3744  -0.39
C  -0.8706  -2.6321  -0.4891  -0.46
O  -1.2523  -3.1526  -1.7037  -0.33
C  -0.8265  -4.4314  -1.8992  -0.77
H  -1.4623  4.1390  2.0201  0.24
H  0.0908  3.9535  2.6028  0.28
H  -1.2653  2.9033  3.3198  0.33
H  -0.2779  0.9904  2.8632  0.42
H  1.1492  1.8729  2.1672  0.45
H  1.1374  -0.4594  1.2791  0.33
H  0.6636  0.5849  -0.0014  0.32
H  -1.5384  -0.1160  1.3769  0.27
H  -0.7470  -0.6956  -1.1932  0.26
H  -2.2540  -1.1594  -0.6646  0.32
H  -1.1466  -3.2619  0.3566  0.36
H  0.2065  -2.7916  -0.4403  0.26
H  -1.3783  -5.1213  -1.2607  0.29
H  0.2632  -4.4357  -1.8716  0.35
H  -0.9728  -4.6904  -2.9478  0.26
C  12.5155  7.3522  -5.7919  -0.82
O  12.6857  8.7525  -5.5530  -0.12
C  14.0322  9.2256  -5.7546  -0.81
C  13.9863  10.7855  -5.9306  -0.62
N  14.1447  11.5525  -4.6699  -0.32
C  13.2457  11.3256  -3.5163  -0.22
C  13.7252  12.0853  -2.2329  -0.74
O  13.5735  13.5171  -2.2428  -0.37
C  14.5566  14.2434  -2.9559  -0.53
H  11.5836  7.0110  -5.3410  0.16
H  13.2720  6.8052  -5.2292  0.37
H  12.4762  7.1554  -6.8633  0.31
H  14.5011  8.7728  -6.6282  0.49
H  14.6763  8.8968  -4.9390  0.41
H  13.0616  11.1598  -6.3698  0.35
H  14.9170  11.1565  -6.3598  0.39
H  14.0174  12.4755  -5.0596  0.14
H  13.3154  10.2713  -3.2488  0.26
H  12.2059  11.5511  -3.7530  0.24
H  14.6752  11.6978  -1.8648  0.36
H  12.9875  11.7725  -1.4940  0.38
H  14.6335  15.2304  -2.4998  0.35
H  14.0508  14.4767  -3.8929  0.00
H  15.5462  13.8278  -3.1455  0.36
C  6.6287  21.3166  -6.8134  -0.52
O  7.5599  20.5911  -6.0003  -0.41
C  8.4465  21.2756  -5.1244  -0.28
C  9.3290  22.2777  -5.8576  -0.72
N  8.6091  23.5855  -6.1750  -0.17
C  9.3113  24.5387  -7.0123  -0.97
C  10.4327  25.4212  -6.3355  -0.40
O  9.8760  26.5818  -5.6277  -0.30
C  10.6847  27.6062  -5.1447  -0.67
H  6.2800  20.6978  -7.6403  0.26
H  7.2126  22.0472  -7.3732  0.18
H  5.7939  21.6976  -6.2250  0.24
H  9.0130  20.4606  -4.6738  0.23
H  7.9244  21.6914  -4.2627  0.27
H  9.6295  21.7290  -6.7502  0.32
H  10.2809  22.4724  -5.3635  0.42
H  8.2025  24.0144  -5.3560  0.26
H  8.4730  25.2165  -7.1736  0.42
H  9.5316  24.0808  -7.9765  0.41
H  11.0251  25.8265  -7.1558  0.35
H  11.1076  24.7665  -5.7842  0.32
H  9.9468  28.4082  -5.1280  0.24
H  11.5101  27.8915  -5.7970  0.30
H  11.1908  27.3683  -4.2091  0.23
C  5.4135  7.2782  8.8666  -0.53
O  6.3556  6.7351  9.7932  -0.29
C  7.7411  7.0096  9.7189  -0.57
C  8.5704  6.0202  10.6805  -0.45
N  9.7862  6.6295  11.1872  -0.45
C  10.5803  5.5410  11.8332  -0.65
C  11.7581  5.9207  12.6555  -0.42
O  12.1434  4.6618  13.2531  -0.31
C  13.3571  4.7593  14.0190  -0.71
H  5.7754  7.3946  7.8451  0.29
H  5.1931  8.2762  9.2452  0.12
H  4.4508  6.7672  8.8486  0.25
H  7.9209  8.0505  9.9874  0.35
H  8.1640  6.9413  8.7166  0.32
H  8.7345  5.0477  10.2164  0.29
H  7.9153  5.8309  11.5308  0.33
H  10.3618  6.7682  10.3689  0.28
H  10.8826  4.9529  10.9667  0.35
H  10.0944  4.8945  12.5641  0.37
H  11.5889  6.5532  13.5270  0.34
H  12.5110  6.3626  12.0028  0.28
H  13.2432  5.4837  14.8255  0.28
H  14.1420  4.8972  13.2754  0.28
H  13.5581  3.8953  14.6525  0.26
C  21.5148  17.5815  -5.3233  -0.72
O  20.1846  17.0037  -5.4637  -0.30
C  19.0922  17.7710  -6.0402  -0.42
C  17.8269  16.8320  -5.8101  -0.65
N  16.5074  17.4644  -6.1860  -0.49
C  16.2893  17.3806  -7.6549  -0.71
C  15.2227  16.2757  -7.9460  -0.48
O  14.5944  15.8592  -6.7804  -0.34
C  13.1988  16.0375  -6.6688  -0.95
H  21.5687  18.2969  -4.5026  0.27
H  21.7193  18.0874  -6.2669  0.30
H  22.2491  16.7786  -5.2593  0.24
H  19.2305  18.0350  -7.0887  0.29
H  19.0065  18.6722  -5.4332  0.30
H  17.7224  16.4236  -4.8050  0.43
H  17.9700  15.8796  -6.3205  0.32
H  15.7615  16.8472  -5.8983  0.43
H  17.2008  17.2128  -8.2287  0.32
H  15.8942  18.3700  -7.8852  0.35
H  15.7044  15.4263  -8.4304  0.32
H  14.6064  16.6132  -8.7792  0.45
H  12.8126  17.0168  -6.9515  0.44
H  12.9011  16.0618  -5.6205  0.25
H  12.6632  15.2686  -7.2256  0.33
C  5.7614  20.5197  0.5345  -0.77
O  6.6462  20.4158  -0.5619  -0.36
C  7.4120  19.2806  -0.5989  -0.67
C  8.8163  19.3193  -0.0245  -0.66
N  9.6391  20.4391  -0.5361  -0.12
C  11.0536  20.1624  -0.3412  -0.77
C  11.9075  21.3496  -0.9522  -0.42
O  11.9883  22.4860  -0.2039  -0.33
C  12.8082  23.5678  -0.7060  -0.67
H  4.8178  20.8306  0.0860  0.24
H  6.1931  21.2963  1.1658  0.25
H  5.5443  19.6417  1.1428  0.36
H  7.4192  19.1950  -1.6855  0.19
H  6.7947  18.4231  -0.3311  0.58
H  9.3336  18.3733  -0.1843  0.50
H  8.7769  19.4136  1.0607  0.29
H  9.3941  21.3309  -0.1303  0.20
H  11.2176  19.1708  -0.7630  0.46
H  11.4173  19.9452  0.6631  0.35
H  11.5105  21.6824  -1.9113  0.17
H  12.9224  21.0001  -1.1414  0.37
H  12.3371  23.9009  -1.6307  0.25
H  13.8215  23.2403  -0.9384  0.29
H  12.7777  24.4723  -0.0985  0.27
C  8.2320  15.4230  7.1187  -0.58
O  7.2704  16.3600  6.6975  -0.26
C  6.8038  17.2343  7.7384  -0.67
C  6.1323  16.5593  8.9924  -0.65
N  4.9891  15.7065  8.6146  -0.34
C  5.1108  14.2491  8.5820  -0.20
C  5.3769  13.6651  9.9104  -0.71
O  4.7204  12.3658  10.0921  -0.32
C  4.9238  11.7473  11.3483  -0.77
H  7.8623  14.7574  7.8987  0.16
H  9.1554  15.9295  7.3994  0.30
H  8.3507  14.7813  6.2456  0.23
H  6.0449  17.9212  7.3637  0.36
H  7.5837  17.8880  8.1290  0.37
H  5.6724  17.2528  9.6965  0.38
H  6.8357  15.9710  9.5817  0.33
H  4.6555  15.8972  7.6806  0.27
H  5.8286  13.7258  7.9503  0.07
H  4.0792  14.0151  8.3190  0.43
H  5.0392  14.3546  10.6841  0.39
H  6.4461  13.6392  10.1206  0.32
H  4.5191  10.7352  11.3433  0.25
H  4.3997  12.2920  12.1336  0.31
H  5.9827  11.7351  11.6065  0.32
C  7.8421  13.8679  -2.1552  -0.86
O  7.4221  14.0175  -0.7896  -0.26
C  7.4054  12.8573  -0.0310  -0.48
C  6.8315  13.2379  1.3066  -0.40
N  6.4978  12.0940  2.0894  -0.28
C  5.2276  12.0794  2.7152  -0.26
C  4.8231  10.5613  2.9527  -0.73
O  4.4559  10.0899  1.6669  -0.16
C  4.1674  8.6903  1.5819  -0.91
H  8.0426  14.7930  -2.6957  0.30
H  7.2266  13.3316  -2.8774  0.32
H  8.8659  13.4960  -2.1948  0.31
H  8.4732  12.6419  0.0053  0.35
H  6.8219  12.0664  -0.5024  0.38
H  5.9096  13.7922  1.1305  0.22
H  7.4605  14.0091  1.7514  0.26
H  6.3185  11.3334  1.4495  0.14
H  4.4049  12.5947  2.2193  0.01
H  5.1879  12.4929  3.7230  0.37
H  3.9134  10.3481  3.5140  0.48
H  5.6771  10.0598  3.4080  0.32
H  3.1966  8.4891  2.0348  0.32
H  4.8605  8.0040  2.0685  0.34
H  4.1834  8.3754  0.5386  0.24
C  8.3797  9.0279  -5.4260  -0.70
O  7.8864  8.5062  -4.2035  -0.42
C  8.6881  8.7364  -3.0864  -0.03
C  7.9773  8.3796  -1.8174  -0.86
N  8.9788  8.6633  -0.6861  -0.12
C  9.7397  7.5871  -0.0861  -0.82
C  10.5321  6.6483  -1.0092  -0.29
O  10.8724  5.6358  -0.0916  -0.38
C  11.1804  4.3784  -0.7302  -0.74
H  9.3218  9.5688  -5.3362  0.25
H  7.7117  9.8758  -5.5776  0.31
H  8.3672  8.3042  -6.2410  0.25
H  8.7947  9.8204  -3.0456  0.30
H  9.6837  8.3215  -3.2436  0.17
H  7.7430  7.3214  -1.7023  0.32
H  7.0019  8.8651  -1.7837  0.41
H  8.3807  9.0638  0.0224  0.11
H  9.0598  7.0097  0.5402  0.40
H  10.4450  7.8381  0.7061  0.34
H  11.4711  7.0909  -1.3417  0.22
H  10.0430  6.1902  -1.8689  0.42
H  11.3706  3.5984  0.0071  0.27
H  12.1074  4.4587  -1.2979  0.28
H  10.3034  4.0496  -1.2878  0.32

## Properties
Maximum force (eV Å⁻¹): 3.8
Molecular weight (g mol⁻¹): 1331.91
LUMO energy (eV): 0.372
E_HOMO (eV): -8.317
Structure (SMILES): COCCNCCOC.COCCNCCOC.COCCNCCOC.COCCNCCOC.COCCNCCOC.COCCNCCOC.COCCNCCOC.COCCNCCOC.COCCNCCOC.COCCNCCOC
Orbital gap (eV): 8.69
Relative energy (zero: lowest compared OMol25 entry of this formula, charge and spin) (kcal per mole): 277.23